Entry from the OMol25 dataset: a 6-piece molecular cluster, C25H67N5O7 overall in a non-equilibrium geometry (the ωB97M-V functional and the def2-TZVPD basis).

As for the spin multiplicity: 1. Its energy above the lowest of the compared OMol25 structures with the same formula, charge and spin is 94.79 kcal/mol. As for the max |F|: 3.0 eV Å⁻¹. The value obtained for the total energy is -48786.823 eV.

XYZ file:
```
104
Properties=species:S:1:pos:R:3:forces:R:3
O 22.952 13.400 17.445 -1.4643 0.9602 0.7430
O 21.597 7.100 17.032 0.1746 0.8326 1.2545
O 16.936 13.406 11.514 0.6947 1.1427 0.4457
O 27.597 11.706 15.754 0.9865 0.3104 0.7437
O 20.098 9.334 16.845 -0.7822 1.5210 0.4266
O 18.733 12.280 20.062 -0.7410 1.2425 -0.7523
O 15.487 6.929 14.860 0.6022 0.4242 -0.5465
N 22.775 4.620 14.605 -0.5001 0.3695 -0.1516
N 19.419 15.006 10.800 -1.1689 -0.9809 -0.6555
N 15.310 9.081 13.086 -0.0205 1.3226 0.4333
N 17.434 14.655 20.892 0.3263 0.0160 1.9930
N 25.420 12.300 17.773 1.0495 0.4407 0.3206
C 22.974 12.145 18.100 1.7359 -0.2486 -1.9709
C 16.216 15.015 19.030 -1.7739 0.1550 -1.6375
C 16.416 12.293 12.177 -0.9192 -0.9208 0.6624
C 19.343 16.050 12.821 -0.7141 -1.4212 2.1360
C 15.977 6.310 16.077 -1.6951 0.6673 -1.4143
C 24.185 5.870 16.229 -1.7340 -0.7569 0.3338
C 16.844 13.906 19.842 0.1030 0.6548 -0.4050
C 21.251 6.456 18.303 0.3333 -0.7063 -1.1134
C 28.401 11.379 14.681 1.1585 0.4016 -0.9112
C 18.902 10.796 15.371 -0.3086 0.8413 1.9877
C 15.992 7.926 12.628 0.5881 -0.6775 0.2160
C 17.426 14.481 12.383 0.2953 -0.8607 -0.6643
C 26.460 12.412 15.450 -2.4052 1.4639 0.8858
C 18.410 10.900 20.005 -0.3727 0.5852 -0.4755
C 21.624 6.310 15.851 0.0595 -0.6095 1.7265
C 21.842 14.187 17.811 -0.7197 1.1131 -1.3170
C 17.968 13.146 19.146 -0.2553 -1.0775 0.3879
C 19.960 9.711 15.483 1.3596 -0.1670 -1.3722
C 17.084 8.332 11.567 -1.1867 -1.0813 1.5814
C 22.743 5.264 15.915 1.5112 0.2046 0.0258
C 25.979 13.212 16.764 -0.3613 -1.2786 -0.3985
C 16.506 7.275 13.929 1.2196 -0.0062 -0.5479
C 21.333 10.167 14.759 -1.8016 -1.6272 0.9017
C 24.247 11.572 17.372 -0.6790 -0.5753 1.3230
C 18.911 14.775 12.150 0.2928 -0.0904 -0.8720
H 18.565 16.777 12.591 0.6497 0.5806 -0.3626
H 17.369 10.730 20.280 -0.1750 -0.0988 0.2393
H 21.739 6.853 14.913 0.3775 1.0732 0.4710
H 14.714 9.419 12.344 -0.5029 0.1591 0.4131
H 16.835 15.664 18.410 0.8126 -0.4553 0.0252
H 25.232 14.005 16.713 -0.5661 -0.4278 -1.3797
H 18.751 14.542 10.202 0.1922 -0.2421 -0.7756
H 17.835 9.003 11.984 -0.0774 -0.0590 0.2072
H 28.483 12.187 13.954 -0.2618 0.4042 -0.0856
H 21.906 5.602 18.479 0.0834 -0.0852 -0.0995
H 16.520 5.410 15.790 0.3364 0.0661 0.4651
H 16.479 7.040 16.713 0.4532 -0.2255 -0.0936
H 15.852 11.650 11.501 0.0724 0.3532 -0.4597
H 19.349 15.990 10.582 -0.0556 0.1624 -0.0988
H 19.066 10.382 20.705 -0.0062 0.0071 -0.1952
H 21.368 7.085 19.185 0.1837 0.6952 -0.6448
H 25.760 11.675 15.056 -0.8517 -0.0449 0.4774
H 26.437 13.125 14.625 1.2628 0.3580 -0.2447
H 20.228 6.081 18.331 -0.1937 0.0876 -0.3959
H 28.099 10.514 14.090 -0.2492 -0.4072 0.2902
H 26.099 11.739 18.267 0.0400 0.0245 -0.3546
H 20.390 16.222 12.572 -0.3351 0.5960 0.0090
H 19.250 11.589 16.032 0.0363 0.3319 0.1640
H 15.219 7.271 12.225 0.4084 -0.6681 -0.6991
H 19.505 8.838 15.016 0.5149 -0.3184 -0.7258
H 20.621 5.896 15.749 -0.0873 -0.8179 -0.0547
H 14.824 8.733 13.900 -0.9157 0.7734 0.0123
H 24.118 11.591 16.290 -0.4720 0.5463 -0.0242
H 16.838 15.392 12.273 -0.4626 -0.1641 -0.1082
H 17.542 7.390 11.268 0.1565 0.2963 -0.6862
H 15.438 14.662 18.353 -0.0004 -0.2549 -0.2924
H 21.804 14.723 18.759 0.5043 -0.8589 0.7630
H 24.988 5.183 15.961 -0.2614 -0.2869 -0.1201
H 21.074 10.213 13.701 0.1671 0.8718 -0.0108
H 24.323 10.496 17.533 0.2722 -0.1757 0.5524
H 15.715 12.520 12.980 -0.2618 0.5842 0.0314
H 15.693 15.753 19.637 0.0798 -0.4064 0.5695
H 29.425 11.274 15.038 -0.0727 -0.4792 0.1436
H 17.758 13.968 21.558 0.6899 0.2731 0.3573
H 23.487 5.095 14.069 0.3406 -0.0990 -0.2705
H 22.474 4.491 16.635 0.2252 0.0969 0.2753
H 24.348 6.787 15.662 -0.1268 0.1881 0.2550
H 23.038 12.301 19.177 0.3438 -0.3549 0.0861
H 18.650 13.910 18.773 0.2515 -0.2061 -0.1743
H 17.145 6.416 13.727 -0.0818 -0.4186 -0.1939
H 16.088 13.232 20.244 -0.1095 -0.0426 -0.0716
H 26.767 13.877 17.116 0.7914 -0.8981 0.3865
H 19.232 15.870 13.891 0.3779 0.4318 0.3793
H 18.551 11.329 14.488 0.7076 -0.7863 -0.6505
H 22.090 9.383 14.786 0.0046 -0.2146 0.3958
H 18.000 10.434 15.865 -0.1580 -0.1555 -0.0143
H 17.081 11.587 12.675 0.9629 0.2799 -0.1895
H 16.537 8.875 10.795 0.3111 -0.3119 -0.3555
H 18.228 15.079 20.434 0.5049 0.3736 0.6389
H 17.432 14.105 13.407 -0.5493 0.2551 0.2379
H 22.132 11.502 17.846 -0.5235 0.1783 0.0111
H 21.750 11.042 15.257 -0.2309 0.2744 -0.4642
H 21.928 5.039 14.251 -0.3708 -0.8721 -1.2960
H 15.007 6.068 16.513 0.3879 -0.4232 0.5669
H 18.526 10.559 18.976 0.2867 -0.4106 0.0002
H 17.523 12.586 18.323 0.4394 -0.3744 -0.2708
H 20.893 13.692 17.601 -0.1006 -0.5227 0.4651
H 24.241 6.001 17.310 0.2307 0.5425 -0.0982
H 20.915 8.880 17.068 0.2171 -0.3548 -0.6932
H 21.770 15.045 17.143 0.4982 0.0031 -0.5278
H 17.188 8.035 14.310 0.0691 0.2310 0.6674
H 19.325 13.828 12.496 0.9290 0.2394 0.3031
```
Forces are in eV/Å.

Here are the Löwdin charges for atoms 1 to 99, given in e:
1. O -0.20
2. O -0.23
3. O -0.17
4. O -0.17
5. O -0.07
6. O -0.20
7. O -0.21
8. N 0.03
9. N 0.04
10. N 0.03
11. N 0.02
12. N -0.07
13. C -0.18
14. C -0.08
15. C -0.15
16. C -0.08
17. C -0.06
18. C -0.03
19. C -0.47
20. C -0.05
21. C -0.13
22. C -0.06
23. C -0.45
24. C -0.16
25. C -0.23
26. C -0.10
27. C -0.20
28. C -0.12
29. C -0.17
30. C -0.46
31. C -0.03
32. C -0.42
33. C -0.14
34. C -0.22
35. C -0.01
36. C -0.21
37. C -0.47
38. H 0.08
39. H 0.08
40. H 0.12
41. H 0.08
42. H 0.08
43. H 0.10
44. H 0.06
45. H 0.07
46. H 0.08
47. H 0.07
48. H 0.09
49. H 0.09
50. H 0.07
51. H 0.06
52. H 0.09
53. H 0.09
54. H 0.10
55. H 0.11
56. H 0.09
57. H 0.09
58. H 0.11
59. H 0.09
60. H 0.07
61. H 0.13
62. H 0.11
63. H 0.13
64. H 0.07
65. H 0.09
66. H 0.12
67. H 0.07
68. H 0.07
69. H 0.09
70. H 0.07
71. H 0.07
72. H 0.11
73. H 0.09
74. H 0.08
75. H 0.09
76. H 0.07
77. H 0.06
78. H 0.12
79. H 0.08
80. H 0.12
81. H 0.11
82. H 0.12
83. H 0.14
84. H 0.11
85. H 0.08
86. H 0.06
87. H 0.05
88. H 0.07
89. H 0.06
90. H 0.07
91. H 0.08
92. H 0.12
93. H 0.10
94. H 0.06
95. H 0.04
96. H 0.09
97. H 0.07
98. H 0.12
99. H 0.07

Entry from the OMol25 dataset: C25H67N6O9Ti3 as an isolated structure in a non-equilibrium geometry (the ωB97M-V functional and the def2-TZVPD basis).

As for the net charge: +2. As for the spin multiplicity: 10. Its energy above the lowest of the compared OMol25 structures with the same formula, charge and spin is 102.00 kcal/mol. As for the max |F|: 6.5 eV Å⁻¹. The value obtained for the total energy is -123697.588 eV.

XYZ file:
```
110
Properties=species:S:1:pos:R:3:forces:R:3
Ti -1.438 -3.738 -0.013 0.3678 0.5537 -0.2285
Ti -2.552 -3.516 3.293 0.3333 0.3299 -0.7896
Ti -4.681 -1.504 0.659 1.5065 0.9367 0.4021
O 3.408 -3.107 2.447 -1.3123 1.2928 0.2080
O -2.889 0.073 1.053 -2.0189 0.1372 0.5279
O -2.600 -0.055 -5.559 -0.8899 -1.8111 0.9836
O -2.146 -1.895 1.460 -1.4911 -6.2699 0.7233
O -4.066 3.655 -2.050 0.7607 1.9173 -0.1685
O -0.549 -4.906 -1.881 -1.8678 -0.4585 -1.9559
O 0.397 2.435 4.754 0.5897 -0.5416 -1.6509
O -0.823 -0.218 1.721 0.1890 0.6845 0.9389
O 2.804 2.455 0.521 0.9112 -0.8511 0.0991
N -0.073 -2.276 -1.137 -1.9947 0.8308 2.2921
N 3.640 0.348 4.756 -1.5850 -0.3363 -1.7012
N -5.033 6.707 -3.957 -0.8572 -0.5171 0.9250
N -2.057 -0.634 -2.009 -1.3770 -0.9277 3.3357
N 0.685 -2.643 2.127 0.5629 1.1564 -1.7912
N 5.554 0.022 1.141 -0.6325 0.3559 -0.3033
C 1.419 -2.290 3.328 -1.1033 0.0145 0.9365
C 2.316 0.832 5.213 -0.3749 1.8038 1.5772
C 4.769 0.984 -1.065 0.7506 -0.4704 1.2509
C -0.510 0.062 -3.465 1.5964 -0.0165 -2.6847
C -2.014 -0.674 1.523 -0.9238 4.3282 -3.4423
C -4.176 4.714 -4.790 1.1147 -1.0725 -0.0034
C 2.538 1.732 6.424 -0.1781 0.1731 -0.0698
C 2.571 -3.236 3.572 -1.0949 -1.2227 -0.2803
C 4.876 1.152 0.483 -0.7701 -0.1365 -1.1222
C -2.910 -0.740 -4.263 2.0232 3.5959 -1.6719
C 1.967 -3.289 -1.126 1.0560 -1.5142 0.5586
C 3.430 1.263 1.045 0.4256 1.6231 -0.5238
C -1.958 0.041 -3.219 -1.5089 0.0755 -2.5044
C 0.045 -3.946 -2.775 2.4997 1.2039 -0.3187
C -1.435 -5.794 -2.763 0.0520 -1.0690 1.3513
C 0.864 -2.860 -1.981 -0.1494 -1.4968 -1.5887
C 1.430 2.475 0.331 -0.7161 1.2272 0.5081
C -0.178 3.366 3.749 0.5452 -1.5793 1.1964
C -4.905 5.273 -3.609 0.6926 0.1396 -1.5965
C 1.453 1.619 4.158 1.1527 0.3313 0.6002
C -4.201 5.069 -2.304 -0.9551 0.4972 -0.1920
C 0.305 -2.202 4.397 0.3216 0.4342 0.6626
C -3.663 -0.348 -6.514 0.2742 0.2348 1.3913
C -3.851 3.373 -0.688 0.1641 -0.6460 -0.2737
C 4.518 -3.920 2.508 1.0793 -0.7950 -0.1013
H -3.972 -0.566 -4.087 -0.0505 0.1365 0.5568
H 0.750 -4.363 -3.494 0.1032 -0.9372 0.2955
H -4.859 3.207 -0.307 0.3163 -0.0012 0.9807
H 4.254 -4.962 2.686 -0.1361 -0.2008 0.1734
H -0.246 0.667 -4.332 -0.0186 0.1792 -0.0212
H 1.615 2.176 6.796 -0.1545 -0.5793 0.1388
H -1.888 -5.328 -3.639 0.2428 0.6454 0.4245
H 5.484 2.046 0.623 -0.3726 0.1712 0.5004
H -0.883 3.976 4.313 0.2625 0.1389 -0.2066
H 1.417 -2.187 -2.636 -0.9596 0.3220 -0.8745
H 5.159 -3.572 3.318 0.4480 -0.1590 -0.1443
H 1.186 3.534 0.423 -0.2728 0.1349 -0.1723
H -0.208 -0.942 -3.764 0.3334 -0.2271 0.1966
H 2.467 -2.386 -0.776 0.4306 -0.1673 -0.0322
H 1.372 -2.756 1.395 0.2085 -0.0301 -0.3056
H 1.137 0.882 3.420 -0.7792 0.1430 -0.2991
H 0.563 -1.620 5.282 0.3944 -0.6825 0.3187
H -2.798 -1.320 -1.988 -0.5376 0.0664 0.0645
H -0.613 -1.668 4.150 0.1041 0.6169 -1.1415
H 2.612 -3.948 -1.708 0.4852 0.1057 0.4630
H -3.220 4.062 -0.127 -0.5710 0.8197 -0.0905
H -0.988 -6.730 -3.099 1.2935 0.5379 -0.1517
H 4.998 -3.893 1.530 0.2697 0.2299 0.2279
H -2.258 0.074 -1.318 -0.0876 -0.3255 0.7932
H 3.117 2.629 6.204 0.6355 -0.3387 -0.0785
H -2.749 -1.817 -4.301 0.4496 -0.2046 -0.0950
H -0.454 -1.095 1.845 2.7585 -0.8992 0.6527
H -3.329 5.718 -2.229 1.0880 -0.8295 -0.4686
H -5.942 6.630 -4.390 -0.1634 0.9421 -0.8164
H 4.143 1.781 -1.466 0.0348 -0.2665 -0.1418
H 2.167 2.280 3.666 0.0005 0.2204 -0.2305
H 0.818 2.008 1.102 0.2482 -0.5099 0.2446
H -4.820 5.671 -1.639 -0.6847 -0.9551 1.1535
H 4.864 -0.714 1.102 0.0220 -0.8113 -0.2605
H -3.207 2.496 -0.617 -0.4456 -0.6620 -0.1375
H -3.343 -0.131 -7.533 0.0800 -0.1315 0.2678
H 0.617 3.918 3.248 -0.0351 0.2579 0.2149
H -5.287 7.190 -3.107 0.1031 0.5527 0.4121
H -0.654 -3.475 -3.467 -0.6881 0.2332 0.5705
H 1.047 2.179 -0.646 0.3990 -0.4779 -0.3521
H 3.461 -0.516 4.265 0.4526 -0.1294 -0.2967
H 0.330 -1.673 -0.434 0.3847 0.3085 0.1386
H 5.518 0.235 2.128 0.5008 0.1966 0.4745
H 0.168 -3.511 2.124 0.0502 -0.5324 0.8584
H -0.711 2.782 2.998 -0.1396 -0.0259 -0.1013
H -0.111 -3.180 4.637 0.6423 -0.5430 0.4809
H 1.670 0.072 5.651 0.0505 -0.6722 -0.3371
H -4.600 5.039 -5.740 -0.1410 -0.2400 0.1018
H 3.025 -3.117 4.556 0.4591 0.3160 -0.0730
H 1.590 -3.803 -0.242 0.2019 -0.4827 0.0658
H -5.884 4.795 -3.632 -0.2125 -0.1414 0.6977
H 4.410 0.152 5.379 -0.5369 0.5031 0.7646
H 2.840 0.396 0.748 -0.0090 -0.4180 -0.0797
H 2.146 -4.238 3.521 0.0379 -0.5515 0.4172
H 4.404 -0.025 -1.259 -0.5330 -0.0180 -0.2330
H 0.109 0.413 -2.639 -0.3455 -0.0320 0.2501
H -3.985 -1.376 -6.349 0.1524 -0.2715 -0.6087
H -2.187 -6.276 -2.139 -0.3723 0.8626 0.3933
H 2.990 1.047 7.142 0.2033 0.6924 0.5136
H -4.522 0.259 -6.226 -0.1285 0.2780 -0.3198
H 5.764 0.982 -1.509 -0.0173 0.3290 -0.0294
H 3.464 1.350 2.131 -0.0502 -0.2033 0.1559
H -2.266 1.081 -3.116 -0.6584 -0.0317 -0.3017
H 1.996 -1.378 3.175 -0.9402 0.7319 -0.2626
H -3.132 5.029 -4.774 0.0458 0.3169 -0.0437
H -0.714 -1.679 -1.639 -0.8035 0.7789 -0.3027
H -4.124 3.630 -4.686 -0.2159 -0.2236 -0.4587
```
Forces are in eV/Å.

Here are the Löwdin charges for atoms 1 to 99, given in e:
1. Ti 0.90
2. Ti 0.70
3. Ti 0.95
4. O -0.20
5. O -0.05
6. O -0.21
7. O -0.33
8. O -0.17
9. O -0.27
10. O -0.20
11. O 0.17
12. O -0.18
13. N -0.02
14. N 0.07
15. N 0.04
16. N 0.01
17. N 0.03
18. N 0.05
19. C -0.37
20. C -0.42
21. C -0.05
22. C -0.06
23. C -0.88
24. C -0.08
25. C -0.06
26. C -0.20
27. C -0.40
28. C -0.11
29. C -0.04
30. C -0.18
31. C -0.42
32. C -0.16
33. C 0.00
34. C -0.45
35. C -0.13
36. C -0.05
37. C -0.47
38. C -0.18
39. C -0.20
40. C -0.03
41. C -0.08
42. C -0.11
43. C -0.10
44. H 0.11
45. H 0.14
46. H 0.10
47. H 0.09
48. H 0.10
49. H 0.08
50. H 0.10
51. H 0.14
52. H 0.09
53. H 0.15
54. H 0.10
55. H 0.09
56. H 0.07
57. H 0.10
58. H 0.05
59. H 0.09
60. H 0.08
61. H 0.06
62. H 0.05
63. H 0.12
64. H 0.09
65. H 0.10
66. H 0.10
67. H 0.09
68. H 0.09
69. H 0.11
70. H 0.05
71. H 0.14
72. H 0.08
73. H 0.08
74. H 0.11
75. H 0.05
76. H 0.12
77. H 0.04
78. H 0.06
79. H 0.10
80. H 0.09
81. H 0.06
82. H 0.12
83. H 0.07
84. H 0.03
85. H 0.10
86. H 0.06
87. H 0.02
88. H 0.07
89. H 0.06
90. H 0.10
91. H 0.08
92. H 0.15
93. H 0.07
94. H 0.14
95. H 0.08
96. H 0.11
97. H 0.13
98. H 0.06
99. H 0.09